1.
The following is a DFT calculation (ωB97M-V/def2-TZVPD) of an isolated molecule of C4H6O2.

## Properties
ΔE to the lowest compared entry with this formula, charge and spin: 251.0 kJ/mol
HOMO level: -9.446 eV
SMILES: O=C1CC[C@@H]1O
DFT total energy: -8337.860 eV
LUMO level: 0.0286 Eh
gap between HOMO and LUMO: 0.3757 hartree

Bonds (Å) are listed after each position.
Cartesian coordinates (Å):
1 O 0.7471 1.6977 -1.0836  C2 1.215
2 C 0.2077 0.6508 -0.7849  O1 1.215, C3 1.510, C5 1.468
3 C -1.2009 0.3469 -0.3334  C2 1.510, C4 1.525, H7 1.086, H8 1.093
4 C -0.6272 -0.4825 0.8108  C3 1.525, C5 1.801, H9 1.111, H10 1.079
5 C 0.8752 -0.5093 -0.1817  C2 1.468, C4 1.801, O6 1.365, H11 1.066
6 O 2.2014 -0.3647 0.1059  C5 1.365, H12 0.977
7 H -1.7545 1.2328 -0.0373  C3 1.086
8 H -1.7572 -0.2256 -1.0795  C3 1.093
9 H -1.1348 -1.4580 0.9702  C4 1.111
10 H -0.4630 0.0092 1.7576  C4 1.079
11 H 0.4746 -1.4968 -0.2000  C5 1.066
12 H 2.3706 0.5971 0.1139  O6 0.977

Atom charges from the Löwdin analysis, given in e for atoms 1 to 2: O 0.09; C -0.41


2.
The following is a DFT calculation (ωB97M-V/def2-TZVPD) of an isolated molecule of C6H9N.

## Properties
ΔE to the lowest compared entry with this formula, charge and spin: 228.4 kJ/mol
HOMO level: -8.620 eV
SMILES: CC#C/C=C/CN
DFT total energy: -7855.792 eV
LUMO level: 0.0374 Eh
gap between HOMO and LUMO: 0.3542 hartree

Bonds (Å) are listed after each position.
Cartesian coordinates (Å):
1 C 3.0147 0.5959 2.3423  C2 1.462, H8 1.095, H9 1.095, H10 1.095
2 C 2.0341 0.3449 1.2877  C1 1.462, C3 1.207
3 C 1.2140 0.1952 0.4142  C2 1.207, C4 1.431
4 C 0.2523 0.0824 -0.6396  C3 1.431, C5 1.337, H11 1.091
5 C -1.0698 0.1711 -0.4604  C4 1.337, C6 1.505, H12 1.091
6 C -2.0582 0.0336 -1.5866  C5 1.505, N7 1.465, H13 1.097, H14 1.096
7 N -2.7081 -1.2773 -1.6533  C6 1.465, H15 1.017, H16 1.016
8 H 2.9427 1.6347 2.6815  C1 1.095
9 H 4.0335 0.4292 1.9788  C1 1.095
10 H 2.8490 -0.0543 3.2072  C1 1.095
11 H 0.6441 -0.0566 -1.6480  C4 1.091
12 H -1.4635 0.2966 0.5489  C5 1.091
13 H -1.5486 0.2134 -2.5410  C6 1.097
14 H -2.8437 0.7936 -1.5005  C6 1.096
15 H -1.9900 -1.9948 -1.5916  N7 1.017
16 H -3.3025 -1.4076 -0.8394  N7 1.016

Atom charges from the Löwdin analysis, given in e for atoms 1 to 2: C -0.11; C -0.08


3.
The following is a DFT calculation (ωB97M-V/def2-TZVPD) of a 12-piece molecular cluster, C40H96N8O16 overall.

## Properties
HOMO level: -9.092 eV
SMILES: CNC(C)=O.CNC(C)=O.CNC(C)=O.CNC(C)=O.CNC(C)=O.CNC(C)=O.CNC(C)=O.CNC(C)=O.COCCOC.COCCOC.COCCOC.COCCOC
DFT total energy: -87715.857 eV
LUMO level: 0.0192 Eh
gap between HOMO and LUMO: 0.3533 hartree

Bonds (Å) are listed after each position.
Cartesian coordinates (Å):
1 C 3.1747 4.1726 -2.8278  N2 1.427, H6 1.069, H7 1.081, H8 1.088
2 N 3.3161 4.4259 -1.4308  C1 1.427, C3 1.369, H9 0.984
3 C 2.2183 4.2952 -0.6231  N2 1.369, C4 1.500, O5 1.221
4 C 2.3750 4.1947 0.8658  C3 1.500, H10 1.103, H11 1.096, H12 1.052
5 O 1.1023 4.1697 -1.1025  C3 1.221
6 H 3.0501 5.0479 -3.4280  C1 1.069
7 H 2.3833 3.4622 -3.0236  C1 1.081
8 H 4.1117 3.7303 -3.1611  C1 1.088
9 H 4.2014 4.5477 -1.0188  N2 0.984
10 H 3.3517 4.6271 1.1404  C4 1.103
11 H 2.2266 3.1696 1.2243  C4 1.096
12 H 1.6148 4.7601 1.3233  C4 1.052
13 C 3.8089 0.2181 5.1372  N14 1.458, H18 1.060, H19 1.088, H20 1.080
14 N 4.2899 -0.1001 3.7976  C13 1.458, C15 1.393, H21 1.012
15 C 4.4033 0.6917 2.6575  N14 1.393, C16 1.518, O17 1.238
16 C 4.8326 -0.0670 1.4142  C15 1.518, H22 1.072, H23 1.096, H24 1.091
17 O 4.2180 1.9150 2.7124  C15 1.238
18 H 2.7695 0.4276 5.1477  C13 1.060
19 H 4.3545 1.0426 5.5917  C13 1.088
20 H 3.9885 -0.6227 5.7911  C13 1.080
21 H 4.5311 -1.0726 3.6541  N14 1.012
22 H 5.7241 0.3982 1.0432  C16 1.072
23 H 4.0824 0.0781 0.6279  C16 1.096
24 H 5.1100 -1.1060 1.5962  C16 1.091
25 C -3.4689 2.1987 -2.4639  N26 1.458, H30 1.102, H31 1.089, H32 1.099
26 N -4.2655 1.7084 -3.5822  C25 1.458, C27 1.367, H33 1.038
27 C -5.2886 0.8399 -3.3235  N26 1.367, C28 1.535, O29 1.220
28 C -6.1198 0.4222 -4.5442  C27 1.535, H34 1.071, H35 1.085, H36 1.074
29 O -5.4969 0.3956 -2.2062  C27 1.220
30 H -2.8313 1.4493 -1.9686  C25 1.102
31 H -4.1263 2.6747 -1.7386  C25 1.089
32 H -2.8819 3.0184 -2.9022  C25 1.099
33 H -4.1498 2.0607 -4.5518  N26 1.038
34 H -7.1528 0.6392 -4.3603  C28 1.071
35 H -6.0463 -0.6427 -4.7361  C28 1.085
36 H -5.8527 0.8715 -5.4830  C28 1.074
37 C 2.2936 0.7573 -5.4469  N38 1.460, H42 1.063, H43 1.077, H44 1.089
38 N 2.1997 -0.3925 -6.3417  C37 1.460, C39 1.385, H45 1.008
39 C 1.4391 -0.3923 -7.4993  N38 1.385, C40 1.508, O41 1.207
40 C 1.7186 -1.6375 -8.3024  C39 1.508, H46 1.114, H47 1.094, H48 1.095
41 O 0.8257 0.5756 -7.8797  C39 1.207
42 H 2.0466 0.4733 -4.4528  C37 1.063
43 H 1.6329 1.5480 -5.7611  C37 1.077
44 H 3.3395 1.0612 -5.4577  C37 1.089
45 H 2.5945 -1.2628 -6.0227  N38 1.008
46 H 0.7675 -2.1887 -8.4822  C40 1.114
47 H 2.4817 -2.2482 -7.8099  C40 1.094
48 H 2.0029 -1.3755 -9.3269  C40 1.095
49 C -2.9969 -0.5718 -7.1470  N50 1.473, H54 1.131, H55 1.087, H56 1.058
50 N -2.0821 0.5603 -7.3733  C49 1.473, C51 1.328, H57 0.993
51 C -2.4858 1.7974 -7.1111  N50 1.328, C52 1.507, O53 1.244
52 C -1.6339 2.8011 -7.8437  C51 1.507, H58 1.068, H59 1.090, H60 1.121
53 O -3.5590 2.0668 -6.5421  C51 1.244
54 H -2.7248 -1.2867 -6.3135  C49 1.131
55 H -3.0287 -1.1271 -8.0813  C49 1.087
56 H -3.9304 -0.0983 -6.9912  C49 1.058
57 H -1.2506 0.3930 -7.8892  N50 0.993
58 H -1.5827 3.6821 -7.2417  C52 1.068
59 H -2.1100 3.1447 -8.7615  C52 1.090
60 H -0.5767 2.5485 -8.1167  C52 1.121
61 C -0.0097 0.4272 4.0780  N62 1.426, H66 1.045, H67 1.052, H68 1.133
62 N -1.3369 0.8107 3.7249  C61 1.426, C63 1.341, H69 0.977
63 C -2.3550 0.6387 4.5804  N62 1.341, C64 1.544, O65 1.217
64 C -3.6889 1.1967 4.0375  C63 1.544, H70 1.113, H71 1.094, H72 1.091
65 O -2.1829 0.2155 5.7090  C63 1.217
66 H 0.7607 0.7880 3.4719  C61 1.045
67 H 0.0698 -0.6195 4.0093  C61 1.052
68 H 0.1074 0.7142 5.1679  C61 1.133
69 H -1.5152 1.3035 2.8998  N62 0.977
70 H -3.5552 1.5608 2.9948  C64 1.113
71 H -4.1708 1.9567 4.6600  C64 1.094
72 H -4.4296 0.3989 3.9598  C64 1.091
73 C -0.0492 -2.8288 -2.6993  N74 1.451, H78 1.099, H79 1.103, H80 1.080
74 N 1.1944 -2.1957 -2.3023  C73 1.451, C75 1.341, H81 1.014
75 C 2.1228 -1.8630 -3.2113  N74 1.341, C76 1.545, O77 1.220
76 C 3.2997 -1.0966 -2.5664  C75 1.545, H82 1.071, H83 1.090, H84 1.116
77 O 2.0548 -2.0916 -4.4075  C75 1.220
78 H 0.1642 -3.7848 -3.1971  C73 1.099
79 H -0.6315 -2.1844 -3.3787  C73 1.103
80 H -0.6119 -2.9455 -1.7849  C73 1.080
81 H 1.2032 -1.6651 -1.4386  N74 1.014
82 H 3.4963 -1.4949 -1.5919  C76 1.071
83 H 3.0846 -0.0318 -2.4736  C76 1.090
84 H 4.1688 -1.2949 -3.2377  C76 1.116
85 C -6.5608 -1.6010 0.7103  N86 1.464, H90 1.066, H91 1.097, H92 1.111
86 N -5.2664 -1.1676 0.1803  C85 1.464, C87 1.362, H93 1.007
87 C -4.1748 -1.5530 0.8988  N86 1.362, C88 1.562, O89 1.229
88 C -2.8283 -0.9580 0.3755  C87 1.562, H94 1.097, H95 1.064, H96 1.078
89 O -4.2493 -2.2089 1.9360  C87 1.229
90 H -6.4751 -2.6421 0.9223  C85 1.066
91 H -7.2994 -1.5527 -0.1000  C85 1.097
92 H -6.9046 -0.9343 1.5295  C85 1.111
93 H -5.2660 -0.6196 -0.6642  N86 1.007
94 H -1.8928 -1.4222 0.7122  C88 1.097
95 H -2.8860 0.0447 0.7272  C88 1.064
96 H -2.7668 -0.7690 -0.6841  C88 1.078
97 C 5.0774 -4.0560 3.5502  O98 1.437, H103 1.093, H104 1.106, H105 1.088
98 O 4.0354 -3.2048 3.0447  C97 1.437, C99 1.404
99 C 2.7405 -3.7185 3.2238  O98 1.404, C100 1.533, H106 1.115, H107 1.136
100 C 2.1245 -4.6522 2.1761  C99 1.533, O101 1.372, H108 1.186, H109 1.116
101 O 2.6027 -5.9371 2.2191  C100 1.372, C102 1.377
102 C 1.9662 -6.8327 1.3897  O101 1.377, H110 1.092, H111 1.079, H112 1.109
103 H 5.1692 -4.0324 4.6393  C97 1.093
104 H 5.9933 -3.6271 3.1021  C97 1.106
105 H 4.9121 -5.0309 3.0967  C97 1.088
106 H 1.9939 -2.8931 3.2844  C99 1.115
107 H 2.6367 -4.2590 4.2177  C99 1.136
108 H 2.3068 -4.1548 1.1149  C100 1.186
109 H 1.0144 -4.6106 2.2857  C100 1.116
110 H 0.9274 -7.1232 1.5571  C102 1.092
111 H 2.5320 -7.7428 1.5160  C102 1.079
112 H 2.0478 -6.4581 0.3492  C102 1.109
113 C 1.4974 4.1801 4.5894  O114 1.423, H119 1.094, H120 1.115, H121 1.083
114 O 0.5881 3.9942 3.5101  C113 1.423, C115 1.444
115 C -0.8237 4.2157 3.7164  O114 1.444, C116 1.556, H122 1.065, H123 1.089
116 C -1.4499 4.2925 2.2943  C115 1.556, O117 1.396, H124 1.096, H125 1.042
117 O -1.4367 3.0741 1.6126  C116 1.396, C118 1.394
118 C -2.2209 3.0362 0.4610  O117 1.394, H126 1.099, H127 1.074, H128 1.117
119 H 2.3877 3.5550 4.4749  C113 1.094
120 H 1.1221 3.8158 5.5744  C113 1.115
121 H 1.8613 5.1984 4.5355  C113 1.083
122 H -1.0449 5.0806 4.2971  C115 1.065
123 H -1.1739 3.4051 4.3545  C115 1.089
124 H -0.8192 5.0044 1.7502  C116 1.096
125 H -2.4379 4.5940 2.4280  C116 1.042
126 H -3.2860 2.9393 0.7155  C118 1.099
127 H -1.9868 2.1167 -0.0429  C118 1.074
128 H -2.0059 3.8912 -0.2252  C118 1.117
129 C 0.4634 -0.9379 7.6686  O130 1.422, H135 1.075, H136 1.087, H137 1.123
130 O 1.2060 -1.7588 6.7767  C129 1.422, C131 1.398
131 C 0.5472 -2.9427 6.4310  O130 1.398, C132 1.538, H138 1.116, H139 1.081
132 C -0.6519 -2.8286 5.4742  C131 1.538, O133 1.369, H140 1.097, H141 1.126
133 O -0.3089 -2.8428 4.1487  C132 1.369, C134 1.420
134 C -1.4867 -2.8192 3.3552  O133 1.420, H142 1.059, H143 1.098, H144 1.123
135 H 1.1267 -0.1913 8.0658  C129 1.075
136 H 0.0484 -1.4696 8.5207  C129 1.087
137 H -0.4429 -0.4210 7.2535  C129 1.123
138 H 0.0470 -3.4331 7.3002  C131 1.116
139 H 1.3440 -3.5525 6.0279  C131 1.081
140 H -1.1793 -1.9318 5.8230  C132 1.097
141 H -1.3763 -3.6638 5.6892  C132 1.126
142 H -2.1049 -2.0193 3.6706  C134 1.059
143 H -2.0732 -3.7333 3.5155  C134 1.098
144 H -1.3432 -2.6655 2.2525  C134 1.123
145 C 1.3643 -0.8195 1.3748  O146 1.405, H151 1.099, H152 1.117, H153 1.055
146 O 1.2073 -0.5155 0.0125  C145 1.405, C147 1.417
147 C 0.6462 0.7862 0.0096  O146 1.417, C148 1.491, H154 1.012, H155 1.140
148 C 0.3666 1.1524 -1.4080  C147 1.491, O149 1.472, H156 1.074, H157 1.190
149 O -0.7641 0.3480 -1.8980  C148 1.472, C150 1.381
150 C -0.9056 0.5022 -3.2635  O149 1.381, H158 1.116, H159 1.125, H160 1.127
151 H 0.4069 -0.8445 1.9138  C145 1.099
152 H 2.0243 -0.0558 1.8542  C145 1.117
153 H 1.9275 -1.7073 1.4664  C145 1.055
154 H 1.3238 1.4032 0.4388  C147 1.012
155 H -0.2745 0.7594 0.6820  C147 1.140
156 H 1.1809 0.8876 -2.0555  C148 1.074
157 H 0.1765 2.3262 -1.4645  C148 1.190
158 H -1.8277 -0.0529 -3.5584  C150 1.116
159 H -0.1151 0.0050 -3.8900  C150 1.125
160 H -0.9620 1.5767 -3.6003  C150 1.127

Atom charges from the Löwdin analysis, given in e for atoms 1 to 2: C -0.08; N 0.02